Here is a 5-piece molecular cluster, C2H15NO4 overall from OMol25. Energies are from the ωB97M-V functional and the def2-TZVPD basis.

Each line ends with the natural charge from an NBO analysis.
CARTESIAN COORDINATES (ANGSTROEM)
H: 1.14 -0.47 -0.69  0.198
O: -1.80 -1.55 -0.13  -0.957
C: 0.41 1.52 -0.81  -0.625
H: 3.02 0.29 -1.97  0.382
H: -0.24 -1.77 2.77  0.486
O: -2.17 0.02 5.13  -0.944
H: 3.38 1.45 -0.64  0.374
H: -1.36 -0.90 3.70  0.505
H: -1.89 -0.86 0.53  0.483
H: 0.61 -1.26 -6.20  0.465
H: -3.01 0.48 5.05  0.486
H: -0.19 -0.04 -5.87  0.465
H: -1.73 -2.40 0.28  0.475
H: -0.19 1.66 0.12  0.201
O: -1.15 -1.52 2.98  -1.010
H: -0.21 1.06 -1.56  0.212
H: 1.57 0.68 0.57  0.159
O: 0.10 -0.86 -5.49  -0.930
H: -1.48 0.70 5.06  0.477
H: 0.80 2.52 -1.24  0.203
N: 2.89 0.69 -1.05  -0.879
C: 1.52 0.56 -0.54  -0.227

Molar mass ... 117.145 g mol⁻¹
HOMO-LUMO gap ... 0.33026 hartree
SMILES ... CCN.O.O.O.O
Maximum force ... 0.0606 hartree/bohr


Here is a 2-piece molecular cluster, C6H14N2O overall from OMol25. Energies are from the ωB97M-V functional and the def2-TZVPD basis.

Each line ends with the natural charge from an NBO analysis.
CARTESIAN COORDINATES (ANGSTROEM)
C: -1.24 0.32 -1.50  0.459
H: 1.73 1.55 -0.57  0.366
H: -2.12 2.25 -1.44  0.225
H: -2.88 1.05 -0.35  0.224
C: 1.33 -1.73 -0.57  -0.656
H: 2.51 0.35 -1.41  0.373
H: -0.36 0.67 -2.08  0.094
H: -1.29 1.76 0.04  0.274
N: 0.24 1.27 1.48  -0.842
C: 0.35 -0.05 0.97  0.083
H: 0.40 -2.01 -1.08  0.248
C: -1.94 1.41 -0.77  -0.754
H: 2.15 -1.80 -1.27  0.207
H: -0.17 1.28 2.40  0.374
O: -1.58 -0.83 -1.54  -0.568
C: 1.22 -0.34 -0.02  0.117
H: 1.50 -2.46 0.23  0.219
H: -0.06 -1.86 2.04  0.218
C: -0.60 -1.07 1.52  -0.654
H: 1.14 1.75 1.50  0.373
H: -1.18 -1.52 0.72  0.244
H: -1.28 -0.60 2.23  0.207
N: 2.12 0.62 -0.52  -0.831

Molar mass ... 130.191 g mol⁻¹
HOMO-LUMO gap ... 0.30188 hartree
SMILES ... C/C(N)=C(\C)N.CC=O
Maximum force ... 0.0095 hartree/bohr


Here is a 4-piece molecular cluster, C7H19ClN7O5P overall from OMol25. Energies are from the ωB97M-V functional and the def2-TZVPD basis.

Each line ends with the natural charge from an NBO analysis.
CARTESIAN COORDINATES (ANGSTROEM)
C: 6.48 -0.28 -2.41  0.774
C: 3.37 -0.85 1.21  -0.244
H: 2.84 0.43 2.86  0.229
O: 5.46 -0.94 -2.33  -0.665
H: -8.60 -2.89 0.36  0.388
P: 3.11 1.59 -0.55  1.121
H: 5.84 1.25 -1.24  0.410
H: 3.64 3.38 0.59  0.487
H: -6.92 -2.48 0.36  0.411
N: -2.88 -0.26 0.83  -0.860
H: -5.63 0.94 1.98  0.399
H: 3.53 -1.66 1.90  0.203
H: -9.54 -0.01 -1.46  0.410
H: 1.80 2.13 1.39  0.238
O: -3.33 0.66 2.86  -0.677
C: 3.29 0.51 1.89  -0.422
N: 7.56 -0.68 -3.14  -0.851
H: 7.49 -1.56 -3.61  0.408
H: -1.92 -0.41 1.10  0.429
N: -7.86 -2.26 0.10  -0.845
N: 2.02 -1.07 0.64  -0.675
C: -3.71 0.33 1.75  0.771
O: -7.15 -0.36 -0.91  -0.681
H: -10.13 -1.45 -0.71  0.388
C: 2.21 1.20 1.02  -0.672
C: 1.23 0.06 0.93  0.709
Cl: 1.78 2.57 -1.81  -0.322
C: -8.06 -1.11 -0.61  0.778
O: 4.09 2.81 -0.05  -0.982
H: 4.12 -0.99 0.45  0.224
N: -9.36 -0.85 -0.95  -0.846
H: -5.33 0.25 0.43  0.409
N: 6.62 0.93 -1.78  -0.851
H: 7.45 1.49 -1.82  0.387
H: 1.97 -1.39 -0.31  0.409
H: 4.19 1.08 1.89  0.231
H: 8.41 -0.15 -3.22  0.386
N: -5.00 0.51 1.34  -0.862
O: 0.08 0.06 1.11  -0.525
H: -3.19 -0.53 -0.08  0.382

Molar mass ... 347.700 g mol⁻¹
HOMO-LUMO gap ... 0.35279 hartree
SMILES ... O=C1NCC[C@H]1P(O)Cl.NC(N)=O.NC(N)=O.NC(N)=O
Maximum force ... 0.0850 hartree/bohr


Here is a 3-piece molecular cluster, C15H31N3O4S overall from OMol25. Energies are from the ωB97M-V functional and the def2-TZVPD basis.

Each line ends with the natural charge from an NBO analysis.
CARTESIAN COORDINATES (ANGSTROEM)
S: -3.33 -3.02 -0.13  -0.060
H: 1.12 -1.76 -1.05  0.216
H: 1.27 -0.62 -7.59  0.193
C: 0.05 -1.25 -5.19  -0.418
H: -2.00 2.23 5.12  0.119
H: 0.53 1.87 0.20  0.221
H: -3.62 -2.91 -1.52  0.173
N: -1.70 1.13 1.70  -0.873
H: 2.71 -3.19 -6.02  0.104
N: -1.41 4.16 4.65  -0.431
H: 0.17 -2.01 -7.84  0.194
H: -0.70 -1.65 2.20  0.253
N: 1.08 -1.91 -5.97  -0.437
H: -1.15 1.12 2.59  0.403
C: 1.97 -2.42 2.00  -0.631
C: 1.98 -2.74 -5.33  0.527
O: -1.77 0.21 -0.60  -0.549
C: -2.61 4.74 5.23  -0.399
H: -0.58 -0.63 -5.83  0.201
H: -2.32 5.42 6.04  0.197
H: 1.51 -1.83 2.93  0.204
C: 2.40 -1.25 0.90  -0.227
C: -1.56 -2.33 0.01  -0.419
O: -0.20 2.25 4.18  -0.641
H: 2.90 -3.07 2.28  0.227
C: 0.53 0.68 0.18  -0.459
H: -0.55 -2.00 -4.68  0.232
H: -0.29 4.78 3.02  0.213
H: 2.60 1.03 1.09  0.223
H: 3.58 -1.12 1.05  0.207
C: -0.99 0.25 0.68  0.427
O: 2.00 -2.97 -4.13  -0.621
C: 1.12 -1.69 -7.40  -0.397
H: -0.80 -3.20 -0.15  0.267
H: 2.36 -3.07 -0.49  0.220
H: 0.54 -0.62 -4.43  0.215
C: 2.18 -1.89 -0.59  -0.643
H: 0.53 4.90 4.59  0.217
H: 1.07 -3.04 1.55  0.204
C: -1.27 -1.26 1.26  -0.492
H: -1.79 2.09 1.29  0.370
H: -0.74 6.09 4.15  0.208
H: 0.69 0.42 -0.97  0.243
H: 1.94 -2.25 -7.86  0.208
O: -1.47 -1.44 -2.50  -0.595
C: 1.74 0.21 1.17  -0.428
H: 2.99 -1.52 -1.38  0.230
C: -0.43 5.04 4.07  -0.419
H: -3.15 5.29 4.45  0.198
H: -2.37 -1.14 1.68  0.258
H: 1.35 0.27 2.30  0.221
C: -1.61 -1.16 -1.19  0.801
H: -3.27 3.96 5.64  0.215
C: -1.19 2.80 4.65  0.532

Molar mass ... 349.497 g mol⁻¹
HOMO-LUMO gap ... 0.34803 hartree
SMILES ... CC(C)CC[C@]1(N)C[C@@H](S)C(=O)O1.CN(C)C=O.CN(C)C=O
Maximum force ... 0.1731 hartree/bohr


Here is a 2-piece molecular cluster, C5H16N2O overall from OMol25. Energies are from the ωB97M-V functional and the def2-TZVPD basis.

Each line ends with the natural charge from an NBO analysis.
CARTESIAN COORDINATES (ANGSTROEM)
N: -1.09 0.20 -1.79  -0.511
H: -0.50 2.01 -0.89  0.259
H: -0.64 -0.62 1.54  0.112
H: -0.20 1.91 -2.61  0.214
C: -0.93 1.67 -1.83  -0.438
O: 0.87 -2.00 1.49  -0.824
H: 1.96 0.15 1.20  0.193
H: -1.21 -2.16 -0.70  0.184
H: 0.49 0.03 -0.45  0.202
H: -0.23 1.76 2.32  0.352
H: -1.32 -0.21 -2.70  0.418
H: 0.13 -1.09 3.13  0.157
H: 1.02 2.38 1.52  0.352
H: -1.84 -0.06 -1.16  0.423
C: -0.15 -1.96 -0.91  -0.904
C: 0.30 -0.88 2.07  -0.059
H: 0.25 -2.71 -1.59  0.204
H: 0.54 -2.05 0.37  0.436
H: 1.74 0.52 2.90  0.165
C: 0.17 -0.56 -1.31  -0.215
N: 0.42 1.57 1.57  -0.869
H: 0.90 -0.44 -2.11  0.195
C: 1.21 0.38 1.95  -0.260
H: -1.88 2.17 -2.00  0.214

Molar mass ... 120.196 g mol⁻¹
HOMO-LUMO gap ... 0.24150 hartree
Maximum force ... 0.0221 hartree/bohr


Here is C3H7NOS in the gas phase from OMol25. Energies are from the ωB97M-V functional and the def2-TZVPD basis.

Each line ends with the natural charge from an NBO analysis.
CARTESIAN COORDINATES (ANGSTROEM)
H: 0.53 -1.75 -1.56  0.223
H: 1.99 -0.98 1.04  0.173
H: -2.35 1.45 -0.98  0.135
N: -0.67 0.47 0.07  -0.594
S: -1.29 2.04 -0.30  0.164
C: 1.14 -1.11 0.39  0.024
H: 2.35 -1.32 -1.46  0.215
C: 1.44 -1.76 -0.90  -0.619
H: 1.70 -2.77 -0.81  0.228
H: -0.52 -1.15 1.36  0.489
O: 0.16 -1.82 1.10  -0.712
C: 0.59 0.23 0.16  0.118
H: 1.35 1.01 0.05  0.158

Molar mass ... 105.162 g mol⁻¹
HOMO-LUMO gap ... 0.36473 hartree
SMILES ... C[C@H](O)/C=N/S
Maximum force ... 0.0547 hartree/bohr


Here is a 2-piece molecular cluster, C4H5NO overall from OMol25. Energies are from the ωB97M-V functional and the def2-TZVPD basis.

Each line ends with the natural charge from an NBO analysis.
CARTESIAN COORDINATES (ANGSTROEM)
H: -1.41 0.50 -2.83  0.235
H: 1.99 1.54 0.96  0.248
H: -2.10 -1.05 0.06  0.255
C: -1.89 -0.56 -0.88  -0.229
O: -1.06 -1.36 2.06  -0.465
C: -1.63 0.01 -1.91  -0.272
N: -0.15 -0.73 1.56  0.179
H: 1.28 1.03 -0.59  0.256
H: 2.59 0.07 0.15  0.249
C: 1.70 0.67 0.36  -0.691
C: 0.70 -0.12 1.06  0.236

Molar mass ... 83.090 g mol⁻¹
HOMO-LUMO gap ... 0.38200 hartree
SMILES ... CC#[N+][O-].C#C
Maximum force ... 0.0222 hartree/bohr


Here is a 12-piece molecular cluster, H24O12 overall from OMol25. Energies are from the ωB97M-V functional and the def2-TZVPD basis.

Each line ends with the natural charge from an NBO analysis.
CARTESIAN COORDINATES (ANGSTROEM)
H: 0.58 -3.63 0.62  0.504
H: 2.75 -1.97 -1.86  0.480
H: -0.88 3.47 1.07  0.479
H: 2.60 -2.43 0.50  0.483
H: 0.58 -1.89 -1.67  0.489
H: 0.05 2.22 -1.78  0.494
H: 3.49 -2.02 1.68  0.464
O: -2.61 2.71 0.85  -0.957
H: -0.82 -1.57 -2.18  0.444
H: -2.07 1.99 1.20  0.484
O: -0.03 3.13 1.41  -0.975
H: 0.08 -4.07 -0.76  0.479
H: -1.72 1.56 -3.43  0.471
H: 1.11 3.31 -1.96  0.468
O: 1.57 -0.05 2.85  -0.966
O: -1.72 2.01 -2.58  -0.976
O: 2.72 -1.22 -1.26  -0.952
O: 0.35 -3.29 -0.26  -0.975
O: -2.55 0.00 -0.95  -0.947
H: 3.64 -1.07 -1.01  0.484
H: 0.67 -0.44 -0.13  0.501
H: 0.40 2.74 0.64  0.489
H: -3.47 0.06 -0.67  0.498
H: -3.50 2.52 1.17  0.476
O: 2.88 -2.71 1.38  -0.957
H: 2.51 -0.16 2.70  0.448
O: 0.22 0.02 0.59  -0.975
H: -2.48 -0.86 -1.39  0.477
H: -1.43 0.33 3.44  0.474
H: -0.89 -0.66 2.42  0.483
H: 1.16 -0.07 1.95  0.488
O: 0.10 -1.43 -2.38  -0.938
O: 0.98 2.43 -1.59  -0.974
H: -0.66 0.23 0.25  0.497
O: -1.58 -0.55 3.08  -0.958
H: -2.04 1.34 -1.93  0.494

Molar mass ... 216.180 g mol⁻¹
HOMO-LUMO gap ... 0.36191 hartree
SMILES ... O.O.O.O.O.O.O.O.O.O.O.O
Maximum force ... 0.0204 hartree/bohr


Q: Among the records above, which one has the highest maximum force?
A: C15H31N3O4S


Q: What is the molar mass in the second record?
A: 130.191 g mol⁻¹


Copy entry 4 word for word.
Here is a 3-piece molecular cluster, C15H31N3O4S overall from OMol25. Energies are from the ωB97M-V functional and the def2-TZVPD basis.

Each line ends with the natural charge from an NBO analysis.
CARTESIAN COORDINATES (ANGSTROEM)
S: -3.33 -3.02 -0.13  -0.060
H: 1.12 -1.76 -1.05  0.216
H: 1.27 -0.62 -7.59  0.193
C: 0.05 -1.25 -5.19  -0.418
H: -2.00 2.23 5.12  0.119
H: 0.53 1.87 0.20  0.221
H: -3.62 -2.91 -1.52  0.173
N: -1.70 1.13 1.70  -0.873
H: 2.71 -3.19 -6.02  0.104
N: -1.41 4.16 4.65  -0.431
H: 0.17 -2.01 -7.84  0.194
H: -0.70 -1.65 2.20  0.253
N: 1.08 -1.91 -5.97  -0.437
H: -1.15 1.12 2.59  0.403
C: 1.97 -2.42 2.00  -0.631
C: 1.98 -2.74 -5.33  0.527
O: -1.77 0.21 -0.60  -0.549
C: -2.61 4.74 5.23  -0.399
H: -0.58 -0.63 -5.83  0.201
H: -2.32 5.42 6.04  0.197
H: 1.51 -1.83 2.93  0.204
C: 2.40 -1.25 0.90  -0.227
C: -1.56 -2.33 0.01  -0.419
O: -0.20 2.25 4.18  -0.641
H: 2.90 -3.07 2.28  0.227
C: 0.53 0.68 0.18  -0.459
H: -0.55 -2.00 -4.68  0.232
H: -0.29 4.78 3.02  0.213
H: 2.60 1.03 1.09  0.223
H: 3.58 -1.12 1.05  0.207
C: -0.99 0.25 0.68  0.427
O: 2.00 -2.97 -4.13  -0.621
C: 1.12 -1.69 -7.40  -0.397
H: -0.80 -3.20 -0.15  0.267
H: 2.36 -3.07 -0.49  0.220
H: 0.54 -0.62 -4.43  0.215
C: 2.18 -1.89 -0.59  -0.643
H: 0.53 4.90 4.59  0.217
H: 1.07 -3.04 1.55  0.204
C: -1.27 -1.26 1.26  -0.492
H: -1.79 2.09 1.29  0.370
H: -0.74 6.09 4.15  0.208
H: 0.69 0.42 -0.97  0.243
H: 1.94 -2.25 -7.86  0.208
O: -1.47 -1.44 -2.50  -0.595
C: 1.74 0.21 1.17  -0.428
H: 2.99 -1.52 -1.38  0.230
C: -0.43 5.04 4.07  -0.419
H: -3.15 5.29 4.45  0.198
H: -2.37 -1.14 1.68  0.258
H: 1.35 0.27 2.30  0.221
C: -1.61 -1.16 -1.19  0.801
H: -3.27 3.96 5.64  0.215
C: -1.19 2.80 4.65  0.532

Molar mass ... 349.497 g mol⁻¹
HOMO-LUMO gap ... 0.34803 hartree
SMILES ... CC(C)CC[C@]1(N)C[C@@H](S)C(=O)O1.CN(C)C=O.CN(C)C=O
Maximum force ... 0.1731 hartree/bohr